Entry 1:
The following is a quantum chemistry calculation of one molecule with the formula C5H6O, from the OMol25 dataset.

Summary:
E_HOMO, eV: -9.89
Energy above the lowest of the compared OMol25 structures with the same formula, charge and spin, kJ/mol: 176.71
LUMO, eV: 0.92
SMILES string: C#CCCC=O
Electronic energy, a.u.: -269.2789
Kohn-Sham gap, eV: 10.8118
F_max, eV Å⁻¹: 0.59

Last column: natural (NBO) charge in e.
Cartesian coordinates (Å):
C 2.80 -0.07 -0.08  -0.246
C 1.66 0.09 -0.43  -0.008
C 0.23 0.23 -0.75  -0.487
C -0.60 0.16 0.53  -0.501
C -2.01 -0.35 0.35  0.447
O -2.53 -0.57 -0.71  -0.521
H 3.81 -0.21 0.21  0.237
H -0.07 -0.58 -1.43  0.253
H 0.05 1.16 -1.29  0.241
H -0.12 -0.48 1.28  0.239
H -0.68 1.15 1.01  0.238
H -2.54 -0.53 1.31  0.108



Entry 2:
The following is a quantum chemistry calculation of one molecule with the formula C5H6O2, from the OMol25 dataset.

Summary:
E_HOMO, eV: -9.92
Energy above the lowest of the compared OMol25 structures with the same formula, charge and spin, kJ/mol: 272.43
LUMO, eV: 0.77
SMILES string: C#C[C@H](C=O)CO
Electronic energy, a.u.: -344.4981
Kohn-Sham gap, eV: 10.6911
F_max, eV Å⁻¹: 0.73

Last column: natural (NBO) charge in e.
Cartesian coordinates (Å):
C 2.55 -0.82 -0.01  -0.228
C 1.42 -0.49 -0.29  0.000
C 0.07 -0.05 -0.62  -0.439
C -0.15 1.42 -0.22  0.483
O 0.15 1.83 0.88  -0.543
C -1.07 -0.78 0.17  -0.040
O -1.98 0.19 0.67  -0.712
H 3.55 -1.09 0.24  0.242
H -0.10 -0.16 -1.70  0.240
H -0.67 2.06 -0.96  0.134
H -0.64 -1.38 0.98  0.184
H -1.64 -1.43 -0.49  0.194
H -1.48 0.70 1.34  0.485



Entry 3:
The following is a quantum chemistry calculation of a 2-piece molecular cluster, C5H6O2 overall, from the OMol25 dataset.

Summary:
E_HOMO, eV: -10.11
Energy above the lowest of the compared OMol25 structures with the same formula, charge and spin, kJ/mol: 85.40
LUMO, eV: 0.74
SMILES string: C#CCC.O=C=O
Electronic energy, a.u.: -344.5694
Kohn-Sham gap, eV: 10.8502
F_max, eV Å⁻¹: 0.88

Last column: natural (NBO) charge in e.
Cartesian coordinates (Å):
C 1.75 0.90 -0.33  -0.293
C 0.60 0.93 0.02  0.020
C -0.80 0.99 0.45  -0.487
C -1.75 0.08 -0.36  -0.593
H 2.78 0.86 -0.64  0.247
H -0.86 0.73 1.51  0.233
H -1.13 2.04 0.37  0.231
H -1.58 -0.97 -0.11  0.219
H -2.79 0.33 -0.13  0.211
H -1.59 0.21 -1.43  0.212
O 0.73 -2.18 0.67  -0.525
C 1.79 -2.01 0.22  1.046
O 2.86 -1.91 -0.22  -0.520



Entry 4:
The following is a quantum chemistry calculation of C5H6O2 as an isolated structure, from the OMol25 dataset.

Summary:
E_HOMO, eV: -9.04
Energy above the lowest of the compared OMol25 structures with the same formula, charge and spin, kJ/mol: 372.91
LUMO, eV: 1.00
Electronic energy, a.u.: -344.4599
Kohn-Sham gap, eV: 10.0486
F_max, eV Å⁻¹: 4.35

Last column: natural (NBO) charge in e.
Cartesian coordinates (Å):
C 0.61 0.62 1.21  -0.088
O 0.55 -0.82 1.27  -0.498
C 0.07 -1.28 0.08  0.051
C -1.09 -0.68 -0.61  0.065
O -1.47 0.51 0.08  -0.504
C -0.11 0.98 -0.08  0.048
C 0.21 -0.13 -1.08  -0.333
H 1.67 0.93 1.21  0.179
H 0.10 1.02 2.08  0.201
H 0.75 -1.89 -0.56  0.229
H -1.87 -1.24 -1.13  0.205
H -0.05 2.03 -0.38  0.208
H 0.64 -0.04 -2.08  0.237